Entry from OMol25: a molecular structure, C15H16AuBrCl2SSi in a non-equilibrium geometry (wB97M-V/def2-TZVPD).

Geometry as ORCA input:
```
! RIJCOSX wB97M-V def2-TZVPD def2/J DEFGRID3
* xyz 0 1
C 2.85019 -3.84075 -3.02939
H 3.73518 -4.25250 -3.49436
H 1.74442 0.28611 4.20435
H 1.55668 -5.44021 -3.64238
H -0.70485 2.42400 2.76839
H 0.29297 3.45349 0.36099
C -0.60097 3.30791 -0.23236
C -2.48110 4.24588 -1.37150
Cl 4.49025 -1.87412 -2.28591
H -3.76119 2.87170 -2.40639
C -1.33767 4.42312 -0.61136
Si 0.02592 0.07592 2.47834
S 2.06037 -0.51381 -0.89011
H -2.45583 0.89889 -1.73578
H -1.02815 5.41531 -0.31109
H 2.17400 1.25346 2.78228
H -1.11684 1.44139 4.18628
C -1.07404 1.44961 3.09166
H -2.08794 1.33400 2.70595
H -0.08504 -2.40357 2.62910
C -0.99315 2.02730 -0.62042
C -2.13558 1.87956 -1.40493
C 0.52127 -3.95311 -2.50754
H -0.43687 -4.45136 -2.55779
Au -0.00255 0.33142 0.11181
C -0.68650 -1.56443 2.98228
C 1.63438 -4.50185 -3.11040
C -2.87845 2.98944 -1.79248
C 1.75678 0.30043 3.11074
C 2.93964 -2.64388 -2.34673
Br -3.53096 5.75623 -1.83835
H -1.69847 -1.69090 2.59447
C 1.82868 -2.04214 -1.71555
Cl -0.83409 -2.15374 -1.10286
H -0.72783 -1.60186 4.07448
C 0.62676 -2.74677 -1.83148
H 2.42051 -0.49017 2.75805
*
```

Properties
Calculated total energy, Eh: -4898.93963
M, g mol⁻¹: 604.22
Frontier orbital gap, eV: 6.2
ΔE to the lowest compared entry with this formula, charge and spin, kJ/mol: 199.1

=====

Entry from OMol25: a single C2HNO5 molecule in a non-equilibrium geometry (wB97M-V/def2-TZVPD).

Geometry as ORCA input:
```
! RIJCOSX wB97M-V def2-TZVPD def2/J DEFGRID3
* xyz 0 1
H -2.09866 -0.01316 -0.66396
C 0.78400 -0.33134 1.29616
O -1.70281 0.87257 -0.71645
O -0.28273 0.55324 1.07372
O 1.33539 -0.57519 2.31464
N -0.37609 0.79900 -0.33059
O 0.65604 -0.41967 -2.07616
O 1.15553 -0.78141 0.04358
C 0.52933 -0.10405 -0.94095
*
```

Properties
Calculated total energy, Eh: -507.68297
M, g mol⁻¹: 119.03
Frontier orbital gap, eV: 11.3
ΔE to the lowest compared entry with this formula, charge and spin, kJ/mol: 30.1

=====

Entry from OMol25: a molecular structure, C29H37N5OYb in a non-equilibrium geometry (wB97M-V/def2-TZVPD).

Geometry as ORCA input:
```
! RIJCOSX wB97M-V def2-TZVPD def2/J DEFGRID3
* xyz -1 2
C -4.33593 -4.17110 1.95956
H -1.40399 -2.39079 -0.75364
C 1.89672 2.43266 -4.06586
H -2.88668 -5.10086 0.61855
C 3.46729 0.35828 0.23865
H 3.54477 1.31341 -0.29828
N -4.19432 -0.95343 -0.53033
H -1.42236 2.57282 -3.51029
H -4.60298 0.18167 2.22328
C 0.25040 -0.86083 1.66601
C 1.26838 1.16370 1.30206
C 2.11047 0.14898 0.78680
C 1.59751 2.60299 1.32647
C -0.98957 1.22065 2.56784
H 3.74831 -0.44898 -0.45068
H 1.43480 -2.85960 -4.43121
H -4.66961 2.15776 -1.20832
C -0.36769 2.81671 -3.40497
H 2.68743 2.42223 -4.81834
C -4.61083 -5.42334 2.72581
H 2.93841 -2.63038 1.41030
H 3.31549 2.39211 -2.33903
C -5.01949 -3.00247 2.34007
C -5.41719 -0.52347 1.98557
C 0.54049 2.42350 -4.41112
H 4.22108 0.37275 1.04555
H 2.99851 -0.01119 -3.27494
O 0.77736 -0.72684 -2.14341
H -0.50606 -2.07482 3.28211
Yb -0.43398 0.70198 -1.04209
H -0.55268 -2.84998 1.68817
N 0.98886 -2.49276 -3.60276
N 1.34247 2.52399 -1.75001
C -4.93653 -1.86392 1.53588
C 2.10477 -2.41173 0.72234
C -4.37511 1.12929 -1.09982
H -0.30277 4.20972 -0.49402
H -0.79800 1.24451 3.65612
H -3.73627 -6.08967 2.70805
H -1.10826 2.26146 2.23743
C 0.28095 3.30060 -2.23455
C 2.26493 2.41552 -2.72144
C 0.43100 4.28509 -1.33655
C -2.31418 -2.95111 -1.03510
N -3.07537 0.71304 -1.37750
H 1.43906 3.05673 0.33414
H 0.12459 -2.88990 -3.27820
H -2.69964 -2.50628 -1.95913
N 2.59594 -0.88699 -3.57537
H 0.96823 3.14436 2.04219
H 2.51607 -2.43729 -0.29776
H 2.65169 2.77303 1.58789
H 0.22826 2.13039 -5.42604
C -3.34134 -3.07147 0.04942
C -0.67335 -1.88970 2.20587
H -1.94960 0.70262 2.42678
H 1.38080 -3.22956 0.81582
C -2.91988 -0.51313 -0.91874
H -4.86784 -5.16120 3.76279
C -4.27639 -2.03673 0.30660
H -1.95373 -3.95146 -1.29721
H -6.23565 0.03546 -0.58664
H -6.02641 -0.63582 2.88622
C 1.43111 -1.33378 -3.07744
H -1.72098 -1.57873 2.08999
H 2.97197 -1.35194 -4.39192
H -5.47152 -5.95982 2.28650
H -5.65889 -2.98398 3.22468
H -6.07710 -0.02724 1.27051
C 0.10308 0.54105 1.83064
C -5.14951 0.09510 -0.68468
C -3.44956 -4.19533 0.86382
C 1.48923 -1.09866 1.01908
*
```

Properties
Calculated total energy, Eh: -2634.81842
M, g mol⁻¹: 644.69
Frontier orbital gap (spin up / spin down), eV: 5.1 / 5.3
ΔE to the lowest compared entry with this formula, charge and spin, kJ/mol: 0.0

=====

Entry from OMol25: a molecular structure, C24H15FMnN5O2S3 (wB97M-V/def2-TZVPD).

Geometry as ORCA input:
```
! RIJCOSX wB97M-V def2-TZVPD def2/J DEFGRID3
* xyz -1 6
C -1.35148 -3.07541 -0.35035
H 0.18610 4.70817 -0.05227
H -4.63347 -3.70886 0.08426
C 0.45258 2.59667 -0.31936
H -4.63290 -1.23558 0.23359
S 8.42565 0.03027 2.01487
H 8.46179 4.16334 -3.11684
C 6.43996 1.70199 -1.95597
C 2.58806 1.84897 -0.79328
Mn 0.43746 -0.45892 -0.84715
H -0.39139 -3.53557 -0.55017
H 8.59584 2.09185 0.62288
N -1.35210 -1.74885 -0.24703
H -2.46748 -4.90294 -0.30873
N 1.30083 1.58506 -0.58226
O -5.48489 2.95731 1.14843
H 2.58793 5.20292 -0.42971
C -3.45659 1.20991 0.43428
C 6.95666 2.65814 -2.81177
C -2.50798 -3.82676 -0.22720
C -3.70733 -3.15838 -0.00895
H 6.49031 2.80641 -3.77670
C -2.40751 0.39188 0.05810
F 0.85730 -1.42724 -2.34732
N 5.15652 0.13258 -0.23821
C 6.94627 -0.10044 1.25499
O -4.07712 4.72789 1.02827
C 7.02594 1.48601 -0.70418
H 9.49897 3.77814 -0.90042
C 3.09949 3.13863 -0.74271
H -1.80996 4.13612 0.41921
C 8.63815 3.19774 -1.20724
C -2.50917 -1.09499 -0.04043
N -1.18997 0.88572 -0.20847
C 8.05983 3.41575 -2.44540
S 3.10173 -1.48121 0.47310
H 3.23144 1.00468 -0.99331
S 5.74026 -1.19068 1.84985
C -0.95962 2.19574 -0.06970
C -4.40042 3.53214 0.96272
C 8.13486 2.24328 -0.33485
C -3.24200 2.58061 0.54768
C 2.22864 4.18342 -0.47472
C 0.88483 3.91210 -0.26193
C -3.71197 -1.77773 0.07946
H 5.58521 1.10694 -2.25000
C -1.96417 3.07329 0.30142
N 6.43428 0.50522 0.14977
C 4.63411 -0.74770 0.55543
H 4.15621 3.30076 -0.91424
H -4.44698 0.84283 0.66210
*
```

Properties
Calculated total energy, Eh: -3793.48528
M, g mol⁻¹: 575.55
Frontier orbital gap (spin up / spin down), eV: 6.5 / 6.4
ΔE to the lowest compared entry with this formula, charge and spin, kJ/mol: 0.0

=====

Entry from OMol25: 2 unconnected molecules or ions with the total composition C17H24BrN2O6S in a non-equilibrium geometry (wB97M-V/def2-TZVPD).

Geometry as ORCA input:
```
! RIJCOSX wB97M-V def2-TZVPD def2/J DEFGRID3
* xyz -1 1
H -2.27458 9.26478 -1.83247
C 2.82828 3.20637 0.10028
H -5.27408 -1.48255 3.22751
H 3.31735 1.01658 -2.54038
C -3.18772 6.46476 -0.22073
O -1.90688 -1.66123 2.00655
C -4.26658 -1.03949 0.65199
H 4.97376 1.38253 0.06613
C -5.13411 0.95862 1.91068
H -4.11144 -0.43420 -0.24017
C -4.28357 -1.03360 3.18142
C -1.76911 -0.45863 1.97285
C 2.93396 1.83091 -0.57254
H 2.53444 2.59497 -2.56089
C -3.30990 7.68181 -0.85676
C 3.97915 0.94373 0.11684
Br -0.86324 3.23059 -2.00041
N -0.06066 0.36495 0.83689
H -4.27833 8.14623 -0.95422
S -1.78257 4.31910 0.78192
O 1.81461 1.21127 1.75155
C 1.19168 0.94736 0.74847
O -3.01701 4.21108 1.64226
H -3.52095 -1.83349 0.64600
H 0.13739 6.05234 -0.42867
C 3.29014 1.99298 -2.05680
C -4.11012 -0.18321 1.91492
H 3.99947 -0.04278 -0.34498
H 4.26050 2.47134 -2.18362
C -0.93957 7.72922 -1.20912
C -1.94759 5.88874 -0.08008
H -4.99470 1.58285 1.02894
H -5.25284 -1.49703 0.60201
O 1.64302 1.18353 -0.51867
H -3.54880 -1.83715 3.19641
H -4.04879 5.96864 0.19438
H -4.99111 1.58805 2.78859
C -2.18346 8.31048 -1.34547
H -0.06012 8.22906 -1.58344
H 2.06974 3.81255 -0.39368
H -4.12551 -0.42669 4.07182
C -1.98891 3.11503 -0.52237
H 3.72020 0.80889 1.16562
N -0.49161 0.10557 1.94542
O -0.33673 4.29025 1.22069
H 2.52029 3.08897 1.13873
O -2.80047 0.43212 1.91156
H -2.39953 2.16508 -0.26720
H 3.77865 3.73673 0.07849
C -0.82544 6.51312 -0.57167
H -6.15385 0.57618 1.91355
*
```

Properties
Calculated total energy, Eh: -4195.28021
M, g mol⁻¹: 464.36
Frontier orbital gap, eV: 4.7

=====

Entry from OMol25: a molecular structure, C12H18O13RbS in a non-equilibrium geometry (wB97M-V/def2-TZVPD).

Geometry as ORCA input:
```
! RIJCOSX wB97M-V def2-TZVPD def2/J DEFGRID3
* xyz 0 2
H -1.98559 0.68784 10.94441
O -0.50431 -2.32904 10.19490
H 0.97547 -5.76648 14.87362
C -7.26204 -4.48015 11.74331
Rb -0.36866 -2.84724 13.01640
O -4.80736 -4.62465 14.33324
H -3.07775 0.25273 13.16531
H 3.31972 -6.78840 17.53964
C 2.71617 -6.56236 16.66059
C -4.80306 1.20874 9.92464
O 1.55396 -1.48253 9.58181
C -6.47428 -3.77746 12.84893
C -3.45172 -0.54563 9.80341
O -5.13656 -3.56691 12.41529
H -6.87151 -2.79061 13.08652
C -6.23336 -4.54429 14.20984
C 2.03621 -5.14697 16.61744
C -4.21397 -3.95946 13.30903
H -6.64741 -5.53591 14.39244
C -2.99162 0.27884 11.03782
C -3.22231 -0.41498 12.31598
H -6.65190 -5.25928 11.28639
H -2.50292 -1.22615 12.42810
H -4.17191 -0.92892 12.46509
O -0.04129 -4.26143 16.00559
C -0.07778 -4.45244 17.32945
H -8.17229 -4.91863 12.15231
O -4.00039 1.30102 10.99098
H 1.58382 -4.17937 14.73204
H 3.42255 -6.76434 15.85540
O -5.61566 2.05174 9.58866
O -0.32343 -0.07340 9.22213
H -7.56825 -3.71811 11.02663
H 2.80080 -4.37024 16.63141
O -3.00852 -3.85947 13.18059
O -0.99993 -4.13622 18.08005
H -6.68364 -3.97326 15.02180
H -2.68753 -0.70510 9.04270
O 1.15690 -4.96011 17.70087
H -3.70672 -1.56059 10.10829
O 0.43605 -0.59323 11.47421
H 1.97240 -7.35096 16.54642
O -4.50765 0.08698 9.23941
S 0.27149 -1.11296 10.08941
C 1.10374 -4.84808 15.44650
*
```

Properties
Calculated total energy, Eh: -1868.45015
M, g mol⁻¹: 487.80
Frontier orbital gap (spin up / spin down), eV: 9.4 / 6.5